(1)
This record from OMol25 describes a molecular structure, C34H49IO32S. The level of theory is ωB97M-V/def2-TZVPD.

Each line ends with the Löwdin charge.
Cartesian coordinates (Å):
C  4.696  0.235  -2.804  -0.156
C  3.507  1.033  -3.312  -0.723
I  4.253  2.538  -4.680  0.963
C  2.468  0.238  -4.068  -0.215
C  1.657  -0.687  -3.176  -0.398
C  1.264  -0.114  -1.849  -0.096
C  0.216  0.997  -1.963  -0.196
O  0.093  1.559  -3.267  -0.069
C  2.427  -2.018  -3.066  -0.098
O  1.587  -3.128  -3.460  -0.150
S  0.096  -2.587  -3.441  0.570
O  -0.342  -2.751  -2.097  -0.236
O  -0.769  -3.212  -4.349  -0.191
O  0.413  -1.119  -3.839  -0.120
H  4.861  -0.668  -3.369  0.072
H  4.528  -0.072  -1.778  0.080
H  5.617  0.791  -2.815  0.043
H  3.083  1.579  -2.494  0.066
H  1.815  0.957  -4.532  0.085
H  2.922  -0.302  -4.882  0.122
H  0.826  -0.914  -1.272  0.108
H  2.110  0.208  -1.265  0.120
H  -0.751  0.656  -1.625  0.114
H  0.484  1.811  -1.312  0.118
H  -0.509  1.005  -3.788  0.097
H  2.880  -2.163  -2.094  0.127
H  3.260  -2.066  -3.739  0.119
C  -2.926  4.186  -2.157  -0.108
C  -3.251  2.974  -1.308  -0.103
O  -2.132  2.920  -0.415  0.041
C  -1.596  4.161  -0.335  -0.572
O  -0.761  4.485  0.444  0.164
O  -2.141  4.982  -1.262  0.067
H  -3.807  4.732  -2.483  0.132
H  -2.316  3.934  -3.027  0.130
H  -4.163  3.101  -0.722  0.133
H  -3.325  2.056  -1.884  0.132
C  1.918  -4.529  -0.219  -0.110
C  2.088  -5.476  0.938  -0.117
O  3.450  -5.250  1.336  0.072
C  3.806  -4.017  0.922  -0.582
O  4.806  -3.459  1.238  0.157
O  2.860  -3.484  0.100  0.030
H  0.907  -4.140  -0.306  0.112
H  2.206  -4.977  -1.171  0.137
H  1.426  -5.229  1.769  0.123
H  1.936  -6.514  0.661  0.134
C  1.243  -1.816  3.125  -0.100
C  2.271  -0.715  2.978  -0.094
O  1.674  0.115  1.968  0.062
C  0.339  -0.107  1.978  -0.568
O  -0.452  0.538  1.370  0.148
O  0.028  -1.157  2.762  0.075
H  1.185  -2.213  4.134  0.138
H  1.409  -2.637  2.425  0.119
H  2.393  -0.130  3.891  0.135
H  3.244  -1.076  2.655  0.131
C  -3.861  -4.993  -0.261  -0.098
C  -2.820  -3.935  -0.571  -0.109
O  -1.749  -4.312  0.307  0.056
C  -1.872  -5.622  0.589  -0.567
O  -1.031  -6.258  1.147  0.143
O  -3.052  -6.107  0.153  0.070
H  -4.469  -5.262  -1.120  0.133
H  -4.514  -4.710  0.565  0.134
H  -2.459  -3.979  -1.599  0.117
H  -3.154  -2.924  -0.355  0.139
C  -0.479  -8.321  3.730  -0.123
C  -0.978  -9.462  4.592  -0.117
O  0.028  -9.541  5.607  0.057
C  0.639  -8.332  5.696  -0.572
O  1.399  -8.021  6.551  0.168
O  0.258  -7.530  4.671  0.057
H  -1.275  -7.739  3.278  0.116
H  0.200  -8.657  2.945  0.133
H  -1.937  -9.240  5.064  0.132
H  -1.056  -10.403  4.055  0.131
C  -0.821  3.897  3.745  -0.103
C  -1.908  3.056  3.114  -0.102
O  -2.724  2.713  4.250  0.037
C  -2.530  3.652  5.208  -0.581
O  -3.192  3.747  6.192  0.148
O  -1.501  4.460  4.887  0.072
H  -0.455  4.677  3.089  0.116
H  0.021  3.304  4.094  0.121
H  -2.516  3.618  2.403  0.123
H  -1.526  2.166  2.624  0.109
C  -6.105  2.158  3.833  -0.102
C  -7.047  3.279  3.450  -0.111
O  -7.390  2.938  2.099  0.052
C  -7.206  1.603  1.939  -0.580
O  -7.554  0.987  0.985  0.155
O  -6.569  1.076  3.008  0.063
H  -6.161  1.892  4.884  0.138
H  -5.069  2.375  3.579  0.115
H  -7.957  3.289  4.052  0.132
H  -6.583  4.260  3.492  0.131
C  3.018  4.260  -8.499  -0.116
C  1.948  3.862  -9.495  -0.116
O  1.880  2.443  -9.317  0.062
C  2.337  2.148  -8.075  -0.582
O  2.251  1.082  -7.561  0.152
O  2.900  3.240  -7.500  -0.059
H  2.855  5.241  -8.063  0.133
H  4.022  4.219  -8.925  0.134
H  0.974  4.292  -9.256  0.132
H  2.203  4.106  -10.522  0.132
C  3.355  7.552  3.525  -0.115
C  2.475  7.190  2.344  -0.113
O  2.232  5.798  2.565  0.058
C  2.393  5.542  3.884  -0.565
O  2.095  4.520  4.408  0.162
O  2.932  6.611  4.518  0.065
H  3.207  8.569  3.876  0.131
H  4.415  7.394  3.321  0.132
H  1.521  7.719  2.354  0.134
H  2.957  7.346  1.384  0.132

Lowest unoccupied orbital energy ... 0.1 eV
HOMO level ... -9.228 eV
Strongest force on any atom ... 2.2 eV/A
Frontier orbital gap ... 0.3440 Ha
M ... 1128.71 g/mol

(2)
This record from OMol25 describes a molecular structure, C8H16O2. The level of theory is ωB97M-V/def2-TZVPD.

Each line ends with the Löwdin charge.
Cartesian coordinates (Å):
C  0.489  1.920  -0.743  -0.052
C  0.872  0.667  -0.031  -0.581
C  2.258  0.950  0.590  -0.059
C  -0.064  0.391  0.996  -0.462
C  -0.752  -0.936  0.272  -0.425
C  -1.943  -0.727  -0.524  -0.106
C  -1.050  -2.205  1.169  -0.047
C  0.578  -0.709  -0.562  -0.296
H  1.099  2.895  -0.227  0.141
H  0.950  1.661  -1.992  0.169
H  -0.682  1.957  -0.895  0.111
H  2.519  -0.031  1.099  0.093
H  3.041  1.045  -0.168  0.059
H  2.598  2.071  0.953  0.139
H  0.359  -0.110  1.978  0.185
H  -1.855  0.684  1.174  0.223
H  -1.868  -0.069  -1.604  0.163
H  -2.425  -1.684  -0.841  0.078
H  -2.807  -0.205  0.094  0.112
H  -1.509  -1.803  2.261  0.133
H  -1.835  -3.107  0.682  0.153
H  -0.145  -2.558  1.510  0.007
H  1.535  -1.431  -0.470  0.159
H  1.726  -1.659  -2.392  0.328
O  -0.920  1.355  1.010  -0.045
O  0.542  -0.576  -2.030  -0.180

Lowest unoccupied orbital energy ... -1.3 eV
HOMO level ... -8.861 eV
Strongest force on any atom ... 9.4 eV/A
Energy above the lowest of the compared OMol25 structures with the same formula, charge and spin ... 287.65 kcal per mole
Frontier orbital gap ... 0.2767 Ha
M ... 144.21 g/mol

Question: Which value of frontier orbital gap does entry 2 give?
Answer: 0.2767 Ha